A cluster of 3 separate species, C4H8O2 in total at a distorted geometry, computed with ωB97M-V/def2-TZVPD.

Values from the calculation:
Energy above the lowest of the compared OMol25 structures with the same formula, charge and spin, kcal per mole: 70.97
Frontier orbital gap, eV: 9.844

```
! wB97M-V def2-TZVPD RIJCOSX def2/J DEFGRID3
* xyz 0 1
H -0.9519 1.2573 -1.4563
C -1.1952 -0.7864 1.1069
H -1.9221 -0.1524 -2.0116
H 1.4792 -0.8225 -1.0074
C 1.1010 -0.2741 0.9857
H -0.1765 -0.0797 -2.3368
H 0.3617 0.5908 2.5585
O 1.0346 0.7557 1.8846
H -0.9208 -0.3524 -0.6465
H 1.1589 -1.2902 1.3754
O -1.5667 -0.2878 2.0588
H 1.3583 1.0031 -0.6517
C -0.9661 0.1730 -1.6166
C 1.2998 -0.0212 -0.3024
*
```